Below is 10 unconnected molecules or ions with the total composition C34H95N7O10 in a non-equilibrium geometry, with properties calculated with ωB97M-V/def2-TZVPD.

The energy is -67701.0762 eV. The calculation puts the LUMO energy at 0.252 eV. As for the SMILES: COC[C@H](C)N.COC[C@H](C)N.COC[C@H](C)N.COC[C@H](C)N.COC[C@H](C)N.COC[C@H](C)N.COC[C@H](C)N.CCO.CCO.CCO. Its multiplicity is 1. The calculation puts the energy above the lowest of the compared OMol25 structures with the same formula, charge and spin at 0.2901 eV. For the HOMO energy, the calculation gives -9.1 eV.

Each line ends with the Löwdin charge.
CARTESIAN COORDINATES (ANGSTROEM)
C 1.24747 -18.84107 -4.63410  -0.13
O 0.47246 -19.76245 -3.91976  -0.21
C 1.19320 -20.88213 -3.43525  -0.19
C 1.81964 -21.72260 -4.53385  -0.44
C 0.77467 -22.16887 -5.57808  -0.04
N 2.37002 -22.94501 -3.93645  0.03
H 2.19306 -18.58485 -4.13321  0.10
H 0.69659 -17.90105 -4.69556  0.07
H 1.52869 -19.14302 -5.64992  0.08
H 1.96781 -20.56238 -2.72610  0.13
H 0.48822 -21.51039 -2.89025  0.13
H 2.58760 -21.16302 -5.08617  0.12
H 1.27060 -22.75574 -6.35071  0.07
H 0.31927 -21.29542 -6.03987  0.05
H 0.06028 -22.79435 -5.04180  0.08
H 2.67231 -23.60095 -4.64744  0.07
H 3.22346 -22.72754 -3.42598  0.07
C -3.21442 -23.59880 -10.52645  -0.08
O -1.81534 -23.33377 -10.48249  -0.17
C -1.53926 -21.97466 -10.70600  -0.23
C -0.04239 -21.71215 -10.68141  -0.41
C 0.60325 -22.18382 -9.38379  -0.05
N 0.21381 -20.27022 -10.89035  0.05
H -3.57655 -23.85245 -9.52589  0.07
H -3.36486 -24.51688 -11.10176  0.09
H -3.78517 -22.78779 -10.97319  0.08
H -1.91428 -21.58223 -11.66183  0.13
H -1.99826 -21.38656 -9.89945  0.10
H 0.41608 -22.29999 -11.49114  0.14
H 0.04757 -21.80884 -8.51955  0.07
H 1.60822 -21.76338 -9.32824  0.05
H 0.63753 -23.27038 -9.34243  0.08
H 0.01286 -20.11577 -11.88195  0.09
H 1.24229 -20.16391 -10.93220  0.04
C 4.76026 -19.00302 -7.46984  -0.11
O 3.74647 -18.19948 -8.01172  -0.20
C 2.99012 -18.82191 -9.03391  -0.19
C 3.75485 -18.96616 -10.36423  -0.41
C 3.48853 -17.73838 -11.21701  -0.05
N 3.27871 -20.16057 -11.06744  0.03
H 5.53860 -19.26263 -8.20052  0.08
H 4.38503 -19.96057 -7.08711  0.08
H 5.25761 -18.41925 -6.69844  0.09
H 2.62983 -19.78915 -8.65213  0.11
H 2.10075 -18.20400 -9.17104  0.11
H 4.82846 -18.99949 -10.15626  0.12
H 3.84034 -16.84740 -10.68884  0.08
H 2.43131 -17.54078 -11.40752  0.07
H 4.01515 -17.77434 -12.17364  0.08
H 3.55403 -21.03125 -10.62912  0.08
H 3.64164 -20.16048 -12.01371  0.09
C -3.09328 -22.93729 -6.50049  -0.09
O -4.17328 -23.73907 -6.91335  -0.19
C -4.92149 -24.23808 -5.84640  -0.24
C -6.27837 -24.71645 -6.30547  -0.44
C -7.16535 -25.26951 -5.19812  -0.07
N -6.16399 -25.73445 -7.37247  0.04
H -2.59273 -22.47968 -7.35031  0.07
H -2.34422 -23.54803 -5.97591  0.09
H -3.44983 -22.17179 -5.80328  0.07
H -4.37512 -25.05264 -5.32948  0.13
H -5.01199 -23.52063 -5.01142  0.12
H -6.80942 -23.87275 -6.75722  0.14
H -7.12993 -24.56266 -4.35857  0.08
H -6.86608 -26.24557 -4.82332  0.08
H -8.19670 -25.24898 -5.53968  0.08
H -5.52756 -26.45442 -7.03084  0.07
H -5.65803 -25.33727 -8.16031  0.06
C 1.83912 -16.04879 -6.70247  -0.10
O 1.11027 -14.84248 -6.60573  -0.22
C 0.20370 -14.85406 -5.50757  -0.19
C -0.68849 -13.63134 -5.51651  -0.41
C -1.67691 -13.60613 -4.36651  -0.05
N -1.46906 -13.50602 -6.78480  0.06
H 1.12922 -16.83162 -6.99091  0.07
H 2.42901 -16.39475 -5.85064  0.09
H 2.50961 -15.93088 -7.55292  0.07
H -0.37480 -15.78654 -5.47555  0.11
H 0.81577 -14.79311 -4.59719  0.13
H -0.01609 -12.76091 -5.47764  0.14
H -1.13337 -13.86058 -3.44500  0.08
H -2.36142 -14.45194 -4.47081  0.07
H -2.18876 -12.66112 -4.22632  0.08
H -1.91899 -12.59440 -6.73205  0.09
H -0.79883 -13.36086 -7.54115  0.04
C -0.38586 -16.29604 -11.54062  -0.12
O 0.52658 -15.25353 -11.35038  -0.19
C 0.39252 -14.65945 -10.07515  -0.21
C 1.27839 -13.43635 -9.98100  -0.41
C 2.74870 -13.86024 -10.18046  -0.06
N 1.07902 -12.80524 -8.67460  0.04
H -1.40599 -15.93131 -11.69152  0.10
H -0.34784 -17.01983 -10.71367  0.07
H -0.12399 -16.89687 -12.41611  0.08
H -0.66758 -14.41786 -9.91396  0.13
H 0.65592 -15.39932 -9.30259  0.12
H 1.06112 -12.71081 -10.76691  0.14
H 3.42344 -13.01283 -10.05099  0.07
H 2.89848 -14.32840 -11.15392  0.07
H 3.01144 -14.58470 -9.40206  0.06
H 1.21388 -13.50067 -7.93802  0.04
H 1.76947 -12.07572 -8.54891  0.08
C -3.18846 -20.95203 0.37483  -0.11
O -3.62922 -20.40174 -0.85096  -0.19
C -2.62154 -19.64001 -1.48220  -0.22
C -3.15254 -19.06125 -2.79108  -0.43
C -3.43658 -20.17048 -3.79651  -0.06
N -2.22536 -18.11389 -3.38213  0.06
H -3.98222 -21.58860 0.75343  0.09
H -2.96867 -20.12848 1.06507  0.09
H -2.27349 -21.54003 0.23961  0.09
H -2.33433 -18.81833 -0.80805  0.12
H -1.73274 -20.26107 -1.66889  0.12
H -4.08225 -18.54409 -2.54023  0.14
H -3.86380 -19.81102 -4.73024  0.06
H -4.11185 -20.87397 -3.30532  0.08
H -2.51421 -20.70811 -4.03802  0.07
H -1.91959 -17.37872 -2.74873  0.08
H -1.33711 -18.54386 -3.63197  0.04
C -4.78687 -16.59889 -5.65308  -0.06
C -3.58635 -16.44492 -6.58803  -0.35
O -3.69902 -15.30785 -7.42179  -0.09
H -4.82342 -15.72965 -4.99647  0.07
H -4.61699 -17.48295 -5.03346  0.05
H -5.69603 -16.69855 -6.24148  0.07
H -3.44374 -17.33715 -7.20684  0.06
H -2.66438 -16.41823 -5.98757  0.09
H -2.98695 -14.69859 -7.15653  0.02
C -1.73214 -19.36865 -6.89921  -0.07
C -0.99458 -18.47467 -7.89914  -0.30
O -1.47783 -18.63895 -9.20674  -0.10
H -2.08237 -20.32400 -7.29930  0.05
H -2.66395 -18.93256 -6.53171  0.04
H -1.13509 -19.60869 -6.01609  0.05
H 0.05979 -18.78564 -7.84787  0.09
H -1.07613 -17.43757 -7.56226  0.10
H -0.85118 -19.17495 -9.73060  0.02
C -4.71452 -20.13630 -9.36240  -0.09
C -5.22094 -18.72609 -9.55181  -0.31
O -6.62825 -18.68903 -9.37969  -0.07
H -4.88473 -20.52997 -8.35642  0.08
H -3.63642 -20.18266 -9.51271  0.04
H -5.19494 -20.82840 -10.05923  0.07
H -4.92999 -18.38423 -10.54905  0.12
H -4.72453 -18.10389 -8.79973  0.10
H -6.97652 -17.87864 -9.75799  0.08